Density functional theory data (wB97M-V/def2-TZVPD) for a cluster of 14 separate species, C64H168N12O22 in total in a non-equilibrium geometry.

XYZ file:
```
266
Properties=species:S:1:pos:R:3:forces:R:3:mulliken_charge:R:1
C 26.419281 21.396900 16.993238 1.182 1.069 0.149 -0.629
O 25.431356 20.694814 16.353693 -0.899 -0.357 -1.253 0.892
C 24.695917 21.577358 15.469931 -1.563 -0.323 2.449 -1.255
C 23.643443 22.323815 16.369805 -0.177 0.006 -0.205 0.151
N 22.262750 21.767216 16.122097 1.756 1.179 0.923 -0.411
C 22.215102 20.343253 16.344875 -1.166 -0.515 1.241 -0.073
C 20.725579 20.001492 16.592738 -0.026 0.143 -0.938 -0.839
O 20.177207 20.766846 17.655736 -0.463 -0.560 0.318 -0.170
C 18.835988 20.357734 17.882114 -0.804 -0.323 0.200 -0.749
H 27.111566 21.838618 16.250774 0.085 -0.149 0.206 0.314
H 26.983329 20.768261 17.669562 -0.040 -0.313 0.056 -0.800
H 26.044854 22.233610 17.583847 -0.203 0.140 0.203 0.537
H 24.145136 20.944459 14.776653 0.491 0.265 -0.326 0.253
H 25.352358 22.302990 15.045686 0.594 0.204 -0.807 0.731
H 23.648173 23.424081 16.219135 -0.242 -0.635 -0.327 0.355
H 24.014856 22.213738 17.421020 -0.595 -0.262 -0.523 -0.365
H 21.619793 22.210209 16.780391 0.246 -0.050 -0.195 0.380
H 22.903650 19.859604 17.112636 -0.928 1.139 -0.237 -0.074
H 22.501928 19.845093 15.454682 0.135 -0.665 -1.179 0.383
H 20.629273 18.939737 16.811328 -0.052 -0.256 0.071 -0.046
H 20.066696 20.220516 15.694441 0.999 -0.247 0.550 0.608
H 18.183125 20.469666 16.982169 0.623 0.005 0.333 0.341
H 18.384335 20.979570 18.669397 0.398 -0.072 -0.197 0.280
H 18.729162 19.284010 18.215894 0.437 0.852 -0.321 0.199
C 27.653262 13.625799 22.351110 -0.825 -0.979 0.679 -0.970
O 26.457112 14.054285 21.710605 0.292 1.069 2.223 0.070
C 26.405696 13.598326 20.428279 1.276 -0.567 -1.474 2.053
C 26.260429 12.090463 20.329078 -0.767 -1.109 -0.409 -1.811
N 25.291732 11.551695 21.311507 -0.246 0.282 -0.541 -0.298
C 23.952893 11.375537 20.713422 0.940 0.552 -0.218 0.277
C 22.949801 11.020836 21.754556 -0.499 -1.607 -0.780 -1.288
O 22.812220 12.023981 22.700359 -2.500 1.267 0.576 -0.194
C 21.432453 12.038578 23.237650 1.482 -0.230 1.366 -0.775
H 27.631096 12.519547 22.316620 0.480 0.402 0.323 0.470
H 27.652779 13.958583 23.401262 -0.172 -0.074 -0.457 0.245
H 28.551748 13.987388 21.867164 0.202 0.199 -0.379 0.174
H 27.401796 13.774889 19.991239 -0.272 0.499 -0.676 -0.564
H 25.628149 14.163808 19.916786 -0.016 -0.154 -0.179 -0.731
H 27.231633 11.535061 20.318330 -0.592 0.558 0.569 0.348
H 25.871959 11.869306 19.325179 0.001 0.104 0.029 0.463
H 25.171385 12.250617 22.049552 0.217 -0.249 -0.127 0.473
H 23.983780 10.569646 19.969446 0.097 0.017 0.148 0.524
H 23.594601 12.281268 20.172026 0.202 -0.200 0.248 -0.178
H 23.307678 10.142027 22.312769 -0.283 -0.331 -0.461 0.366
H 22.014029 10.763563 21.139571 0.738 0.387 1.264 0.466
H 21.309564 11.157777 23.935627 0.163 1.011 -0.452 0.276
H 20.725716 11.893580 22.454249 -0.494 0.054 -0.881 0.395
H 21.219116 13.006868 23.769742 0.593 -1.186 -0.468 0.133
C 19.558853 20.336383 23.449241 0.736 1.038 -1.640 -0.317
O 19.747536 21.428209 24.286748 0.192 0.765 1.141 -0.432
C 20.398642 21.082646 25.514740 0.271 -0.080 -1.671 -0.539
C 20.768005 22.290993 26.260724 -1.939 1.785 1.403 -0.763
N 21.704611 23.082132 25.550002 1.281 1.974 0.271 -0.187
C 21.909223 24.426625 26.191505 -1.468 -0.853 -0.082 -0.868
C 22.870508 25.315451 25.499204 0.291 -0.456 -0.749 -0.554
O 22.468326 25.710256 24.189667 -0.541 -0.267 0.262 -0.321
C 23.593089 26.257242 23.534801 -0.441 0.057 0.109 -0.777
H 19.225058 20.826703 22.499218 0.339 -0.847 0.425 -0.005
H 18.782777 19.673426 23.770524 -0.478 -0.656 0.438 0.509
H 20.532189 19.815243 23.304621 -0.621 -0.042 -0.139 0.062
H 21.331434 20.584124 25.244502 0.074 -0.483 0.130 0.303
H 19.747419 20.457619 26.069555 -0.542 -0.873 0.780 0.479
H 21.165980 22.027394 27.235423 0.315 -0.318 0.165 0.429
H 19.826252 22.905798 26.548313 0.893 -0.832 -0.566 0.304
H 21.385882 23.228745 24.603567 -0.106 0.068 -0.171 0.076
H 22.295031 24.321082 27.201973 0.242 -0.489 0.164 0.436
H 20.954739 24.949286 26.364309 -0.172 -0.102 -0.338 0.409
H 23.789415 24.726798 25.474087 0.441 0.175 -0.385 0.336
H 23.045795 26.190045 26.107479 0.111 0.500 0.292 0.458
H 23.412102 26.657509 22.539306 -0.668 -0.229 0.036 0.245
H 24.285142 25.446852 23.450665 1.112 -0.196 -0.142 0.321
H 23.945386 27.075492 24.141134 0.700 0.359 0.230 0.344
C 12.134817 17.581195 23.804974 -0.368 -0.078 0.629 -0.600
O 12.468297 16.792105 22.691652 -0.595 0.517 -0.691 -0.359
C 12.128493 17.389512 21.429809 1.159 0.290 0.544 -0.623
C 12.973665 18.648947 21.163160 0.552 -1.269 0.391 -0.603
N 14.408659 18.252584 21.100514 -1.452 -0.639 0.256 -0.263
C 15.379401 19.294913 21.148358 0.200 -0.692 -1.790 -1.101
C 16.771641 18.716287 21.105218 -0.013 2.006 -0.761 0.194
O 16.937287 17.978594 22.243247 1.261 -0.998 1.218 -0.393
C 18.165609 17.262733 22.213579 0.285 -0.605 0.184 -0.549
H 12.275901 16.879718 24.623612 0.316 0.344 0.426 0.246
H 11.026157 17.837784 23.884241 1.272 0.154 -0.562 0.259
H 12.827823 18.464115 23.895786 -0.932 -0.657 0.153 0.235
H 11.081051 17.679522 21.399193 -0.319 -0.262 -0.045 0.403
H 12.396413 16.598995 20.747844 -0.293 -0.070 -0.636 0.327
H 12.693958 19.313440 21.995468 0.471 0.415 -0.251 0.317
H 12.646132 19.098968 20.218978 0.201 0.018 0.125 0.385
H 14.641583 17.532541 21.796334 -0.472 0.517 -0.283 0.284
H 15.293279 19.938175 21.975630 -0.052 0.919 1.567 0.416
H 15.270169 19.930735 20.277024 -0.102 0.218 -0.403 0.384
H 17.432982 19.620929 21.076121 0.121 -0.614 0.133 0.021
H 17.009706 18.126210 20.216215 -0.394 -0.090 -0.235 0.324
H 19.011984 17.844655 21.793700 -0.506 0.011 0.122 0.036
H 18.056535 16.335121 21.603568 0.071 0.511 0.340 0.468
H 18.452421 16.989271 23.244343 -0.306 0.062 -0.443 0.234
C 26.216361 20.443813 11.896809 -0.933 1.192 -0.102 -0.947
O 26.176284 20.038131 13.244011 0.841 1.361 -0.111 -0.034
C 26.499721 18.704707 13.469418 -0.108 0.438 1.407 -1.405
C 27.286519 18.505927 14.739805 0.396 0.397 0.725 1.209
N 28.483722 19.355249 14.749832 0.066 -0.332 0.069 -0.404
C 29.179349 19.520812 16.031365 -0.018 -2.463 -0.086 0.142
C 30.209212 18.379028 16.257213 0.346 0.935 -1.235 -0.964
O 31.137198 18.755140 17.280359 -0.361 -0.420 -0.303 0.064
C 32.357137 18.075384 17.124988 0.887 -0.488 -0.051 -0.967
H 25.282820 20.127681 11.384548 0.465 0.079 0.023 0.304
H 27.082415 20.101144 11.314693 -0.016 -0.104 0.374 0.331
H 26.220478 21.564235 11.933208 0.030 -0.937 -0.248 0.217
H 27.130312 18.351191 12.703104 0.236 -0.874 -1.440 0.715
H 25.542455 18.262136 13.643759 -0.506 -1.459 -0.490 0.309
H 27.524487 17.436612 14.786362 0.191 0.105 0.092 0.193
H 26.655342 18.750584 15.590491 -0.257 -0.062 0.310 -0.899
H 28.167033 20.261149 14.446291 -0.024 0.309 -0.124 0.299
H 28.505035 19.557006 16.891158 0.013 0.363 0.017 -0.609
H 29.845332 20.330365 15.944166 0.259 1.641 0.150 0.812
H 30.782862 18.376581 15.304887 -0.344 -0.416 0.282 0.420
H 29.746796 17.399686 16.400851 0.123 -0.111 0.344 0.218
H 32.281496 16.969676 17.139284 -0.400 0.289 0.312 0.263
H 33.046285 18.371314 17.943403 -0.456 -0.015 -0.501 0.275
H 32.853980 18.257024 16.144303 -0.328 0.401 0.445 0.370
C 28.052409 17.217637 22.129850 1.377 0.168 0.004 -0.564
O 27.313512 17.764982 21.080947 -0.279 0.279 -1.261 0.242
C 27.589821 17.137072 19.809539 -0.425 -0.393 1.373 0.015
C 26.681682 17.680319 18.782761 0.350 0.940 -1.222 1.080
N 25.370214 17.120628 18.911368 -1.426 -0.387 -0.175 0.513
C 24.536680 17.548250 17.781034 -0.299 0.579 0.062 0.095
C 23.066660 17.284844 17.983943 -0.435 -0.948 -0.705 -0.539
O 22.589223 18.188803 18.925002 -1.491 0.353 1.274 1.851
C 21.226669 17.870149 19.369261 1.132 0.772 -0.384 -0.929
H 27.964583 17.889078 23.015579 0.195 -0.493 -0.674 0.414
H 29.123655 17.105761 21.783684 -0.752 0.265 0.723 0.098
H 27.687563 16.231344 22.378934 -0.216 -0.378 0.230 -0.242
H 27.366865 16.066363 19.879597 -0.013 -0.102 0.176 -0.727
H 28.619060 17.193671 19.510200 0.843 0.607 0.142 0.549
H 27.096747 17.431393 17.787753 -0.248 -0.217 0.281 -0.199
H 26.611125 18.784408 18.758519 0.371 -0.156 0.312 -0.762
H 24.924712 17.488520 19.765541 0.455 -0.433 -0.490 -0.550
H 24.836461 17.059415 16.849418 0.256 0.128 0.185 -0.058
H 24.663204 18.634854 17.670224 -0.132 -0.010 -0.405 -0.200
H 22.826703 16.229838 18.254531 0.496 0.374 0.230 -0.579
H 22.515489 17.396397 17.024351 0.275 0.261 0.109 0.317
H 20.746266 18.783942 19.795881 0.557 -0.593 -0.489 -0.103
H 21.282285 17.103354 20.148542 -0.206 -0.118 -0.198 0.212
H 20.705505 17.534907 18.465484 -0.383 -0.106 0.423 0.212
C 21.891093 16.269846 12.864903 0.127 0.517 -0.009 -0.890
O 21.365063 15.096895 13.466023 0.082 0.605 -0.316 0.040
C 20.126908 15.279941 14.149044 0.527 -0.997 0.032 -0.242
C 19.689905 13.877033 14.555444 -1.004 -0.877 -0.475 -0.900
N 19.063944 13.033416 13.513569 -0.095 -0.015 0.274 -0.311
C 19.699725 12.874062 12.215140 1.805 0.281 1.059 0.005
C 18.858610 12.090924 11.263311 -0.717 -1.402 -0.460 -0.770
O 17.742756 12.853904 10.770825 0.775 -0.556 -0.126 -0.308
C 17.114933 12.159142 9.675702 0.782 1.782 0.417 -0.713
H 21.881509 17.113746 13.594407 0.112 -0.392 -0.413 0.202
H 21.420305 16.638242 11.911636 -0.226 -0.634 0.862 0.268
H 22.917410 16.018262 12.592654 -0.046 0.198 0.115 0.310
H 19.433102 15.748152 13.462124 -0.487 0.267 0.039 0.493
H 20.271311 15.864300 15.064350 0.018 0.366 -0.111 0.140
H 18.977776 13.854257 15.396463 0.111 0.477 -0.307 0.431
H 20.542064 13.337634 14.962672 0.394 0.079 -0.140 0.185
H 18.093265 13.243531 13.366390 -0.308 0.357 0.185 0.284
H 20.686484 12.356535 12.432955 -1.006 0.275 -0.593 0.119
H 19.991346 13.838000 11.781054 -0.131 -0.031 -0.275 0.142
H 18.453920 11.171881 11.782507 0.357 0.727 -0.334 0.338
H 19.459451 11.701947 10.401529 -0.247 0.501 0.524 0.431
H 16.766628 11.207455 10.045998 -0.157 -0.542 -0.364 0.310
H 17.825475 12.120170 8.811780 -0.559 -0.421 0.608 0.282
H 16.296426 12.831733 9.412469 -0.152 -0.438 -0.179 0.241
C 27.253077 14.681148 12.645183 -0.740 0.668 -0.318 -0.207
O 26.215923 13.728856 12.680778 0.670 0.164 -1.034 -0.511
C 25.729763 13.533685 13.975262 -0.480 -0.268 0.073 0.446
C 24.289908 13.956673 13.987900 -0.032 1.771 0.157 -0.129
N 23.710757 13.828530 15.299777 -1.394 0.563 1.633 0.802
C 23.477606 12.464891 15.899914 1.965 1.685 -0.109 -1.617
C 23.034020 12.586758 17.347068 1.684 -0.341 -0.386 0.846
O 21.750582 13.109925 17.342229 -0.046 0.320 -0.447 -0.359
C 21.377587 13.573423 18.590160 -1.069 1.186 0.894 -0.386
H 26.892832 15.535387 13.230739 0.340 0.379 -0.174 -0.096
H 27.436713 15.010643 11.593481 -0.021 -0.482 0.873 0.323
H 28.138518 14.305650 13.145269 0.501 -0.102 -0.166 0.200
H 26.251524 14.117314 14.740644 0.131 -0.139 -0.276 -0.507
H 25.832919 12.479252 14.171362 0.121 -0.429 0.498 0.344
H 23.727607 13.481153 13.197616 -0.243 -0.305 -0.414 0.559
H 24.296044 15.081011 13.779625 -0.051 -1.409 0.061 -0.613
H 22.871059 14.465594 15.361944 1.039 -1.473 -0.052 -0.285
H 24.472159 11.928676 15.813439 -1.287 0.352 0.229 0.473
H 22.691007 11.929880 15.425668 -0.598 -0.714 -0.899 0.533
H 23.690667 13.234788 17.952456 0.107 0.012 -0.325 -0.622
H 23.150872 11.578241 17.780977 -0.644 0.099 0.172 0.262
H 20.373461 14.034903 18.455047 0.584 -0.342 0.315 0.261
H 22.041232 14.354790 19.081555 -0.298 -0.794 -0.845 -0.042
H 21.315606 12.734713 19.271423 -0.188 -0.210 0.526 0.296
O 31.319062 17.764469 20.237140 0.808 0.642 -0.096 -0.563
H 31.604758 18.713779 20.164063 -0.622 -0.580 0.057 0.281
H 32.060733 17.289475 19.830987 -0.367 0.044 0.178 0.281
O 25.896470 15.008702 17.100955 -0.513 -0.476 -0.402 1.496
H 25.617548 15.558295 17.863568 0.027 -0.358 -0.080 -0.453
H 25.086092 14.708836 16.605464 0.536 0.244 0.461 -0.438
C 29.554364 21.766319 19.029375 -0.637 0.706 0.406 -1.553
C 30.416012 21.540510 20.262484 -0.016 1.049 -1.605 0.300
C 29.588168 20.829862 21.278179 0.845 -1.706 0.600 0.240
O 28.515408 21.625479 21.626655 -0.207 0.444 -0.433 -0.313
C 27.780160 21.152371 22.708784 -0.697 0.430 0.510 -0.369
N 31.627230 20.842325 19.876433 1.028 -1.106 0.090 -0.454
H 30.081874 22.081371 18.166766 1.045 0.387 -0.790 0.694
H 28.846749 22.571725 19.220367 -0.287 -0.197 0.124 0.453
H 29.020025 20.888232 18.712940 -0.299 -0.586 0.196 0.013
H 30.673124 22.526005 20.678191 -0.086 -0.107 -0.007 0.302
H 30.233010 20.648766 22.137495 0.146 -0.087 0.536 0.440
H 29.287503 19.804146 20.936703 -0.033 0.684 -0.068 -0.502
H 26.823785 21.699943 22.641814 0.380 -0.272 0.556 0.084
H 28.302040 21.278315 23.672888 -0.119 0.441 -0.180 0.363
H 27.574865 20.094877 22.665077 -0.190 -0.598 -0.474 -0.003
H 32.470570 21.153928 20.347004 -0.329 0.059 0.023 0.225
H 31.832990 20.783654 18.875967 -0.545 0.213 0.494 0.180
C 29.761867 11.456284 16.869378 -0.646 0.163 -0.240 -1.574
C 28.766383 12.547494 17.247387 0.727 0.924 0.611 0.572
C 29.483907 13.802524 17.811125 -1.218 -0.115 -0.191 -0.205
O 30.178522 13.580942 18.982409 0.213 -0.654 1.850 -0.510
C 30.522450 14.786725 19.637097 -0.655 0.428 -1.751 0.105
N 28.000271 12.916984 16.091639 -1.587 0.200 0.290 -0.019
H 30.305051 11.792519 15.966820 -0.461 -0.484 0.033 0.371
H 29.218984 10.505143 16.771573 0.371 0.266 -0.517 0.367
H 30.527017 11.315115 17.596389 0.467 -0.028 0.900 0.370
H 28.047404 12.244176 18.022967 0.290 -0.303 -0.116 -0.431
H 28.738177 14.611133 17.938257 -0.006 -0.233 -0.023 -0.285
H 30.204640 14.140253 17.112311 0.728 0.558 -1.426 0.879
H 29.661237 15.332266 20.014865 -0.309 -0.266 0.409 -0.212
H 30.908345 15.475373 18.878665 0.449 0.127 0.030 -0.065
H 31.248195 14.621446 20.388868 0.620 -0.347 0.775 0.497
H 27.274795 13.629162 16.319179 1.061 -0.614 -0.424 -0.394
H 28.523051 13.079501 15.246808 0.090 0.277 0.066 0.202
C 23.049944 23.741029 21.384396 -1.360 1.524 -1.709 -1.471
C 22.540254 22.743581 20.356225 -0.226 0.150 0.294 0.854
C 23.044505 21.382202 20.728049 -0.346 -2.361 -1.490 0.559
O 24.442721 21.389639 20.571697 0.560 0.245 0.355 -0.355
C 25.028362 20.115722 20.584809 0.784 -0.284 0.853 -0.527
N 21.085777 22.899288 20.211488 1.298 -0.552 -2.040 -0.527
H 22.498847 23.653456 22.294056 -0.282 -0.243 0.874 0.156
H 22.742183 24.719635 20.947021 0.475 -0.288 0.558 0.388
H 24.100515 23.736973 21.562254 0.721 -0.247 0.002 0.432
H 23.013126 22.939839 19.382801 -0.215 0.207 0.131 -0.325
H 22.719180 20.582235 19.990870 -0.428 0.826 0.624 -0.804
H 22.723736 21.032280 21.716866 0.103 0.224 0.258 0.371
H 24.643995 19.426285 19.845217 -0.241 0.310 -0.854 0.405
H 24.829600 19.542557 21.510100 0.171 0.505 0.223 0.293
H 26.125478 20.245962 20.479469 -0.721 -0.115 0.042 -0.015
H 20.658753 22.265667 19.534207 0.229 0.206 0.460 0.153
H 20.536495 23.066206 21.002306 -0.553 0.028 1.408 0.222
C 21.962557 16.908445 24.903845 0.440 0.592 -0.627 -1.265
C 21.960725 15.449574 24.486217 0.495 0.073 0.917 0.205
C 23.074327 15.261502 23.477242 0.534 0.157 0.865 0.131
O 22.802816 16.147966 22.416031 0.005 -0.770 0.580 0.074
C 23.730966 16.105662 21.381818 0.353 0.923 -0.679 0.551
N 22.204241 14.514944 25.582420 0.262 -0.002 0.932 -0.563
H 22.911972 17.078825 25.453237 -0.601 -0.008 0.030 0.213
H 21.097676 17.216860 25.490826 0.072 -0.010 0.099 0.471
H 22.056532 17.534503 23.989489 -0.386 -0.223 0.646 0.035
H 21.035484 15.060092 24.072729 -0.368 0.684 -0.559 0.240
H 23.028432 14.230866 23.223347 0.162 -0.957 -0.991 -0.157
H 24.126550 15.366617 23.944458 -1.336 0.491 -0.575 0.164
H 23.294019 16.842681 20.664480 0.911 -0.656 0.281 -0.499
H 23.864192 15.123176 20.904893 -0.341 0.009 0.118 -0.687
H 24.743207 16.402442 21.741427 -0.453 0.061 -0.295 0.307
H 23.159044 14.667154 25.908796 -0.224 -0.157 0.177 0.293
H 21.584893 14.690274 26.391293 0.456 -0.037 -0.732 0.260
```
Forces are in eV/Å.

- HOMO (eV) = -8.49
- spin multiplicity = 1
- LUMO level (eV) = 0.4
- E_tot (eV) = -132003.956
- molecular weight (g/mol) = 1458.110